(1)
{
  "formula": "C5H11NO",
  "method": "ωB97M-V/def2-TZVPD",
  "lumo_ev": 0.26,
  "energy_ev": -8896.9170,
  "multiplicity": 1,
  "orbital_gap_ev": 8.19,
  "elements": ["O", "N", "C", "C", "C", "C", "C", "H", "H", "H", "H", "H", "H", "H", "H", "H", "H", "H"],
  "coordinates": [[-0.083, -1.058, 1.180], [-0.853, 0.832, 0.157], [-2.400, -0.808, 1.159], [-1.019, -0.295, 0.802], [1.088, -0.002, -1.850], [1.451, -0.171, -0.411], [1.471, 0.883, 0.470], [-2.521, -1.782, 0.685], [1.758, -1.169, -0.108], [2.697, 0.705, -0.178], [0.303, -0.710, -2.105], [1.086, 1.866, 0.226], [-2.402, -0.928, 2.237], [-1.737, 1.281, -0.101], [-3.159, -0.085, 0.856], [1.606, 0.678, 1.539], [1.957, -0.238, -2.456], [0.757, 1.000, -2.102]],
  "forces_ev_per_angstrom": [[0.284, -0.108, -0.283], [-0.909, 0.458, -0.179], [0.138, 0.451, -0.160], [-0.886, -0.345, 0.146], [0.090, 0.044, 0.103], [0.417, -0.324, -0.953], [1.601, 0.669, 0.496], [-0.239, 0.058, 0.079], [0.096, 0.427, 0.204], [-1.147, 0.076, 0.791], [-0.034, -0.059, 0.106], [0.518, -0.299, -0.367], [-0.224, -0.161, 0.152], [0.287, -0.396, 0.370], [-0.214, -0.296, 0.024], [0.155, -0.013, -0.592], [0.169, -0.235, -0.173], [-0.103, 0.053, 0.237]]
}

---

(2)
{
  "formula": "C3H9NO2",
  "method": "ωB97M-V/def2-TZVPD",
  "lumo_ev": 0.80,
  "energy_ev": -8841.4131,
  "smiles": "NC(CO)CO",
  "multiplicity": 1,
  "orbital_gap_ev": 10.22,
  "elements": ["O", "O", "N", "C", "C", "C", "H", "H", "H", "H", "H", "H", "H", "H", "H"],
  "coordinates": [[0.386, 1.933, -1.023], [-1.725, -0.672, 1.513], [0.559, -1.596, -0.062], [-0.093, -0.297, -0.253], [0.941, 0.654, -0.855], [-0.715, 0.220, 1.020], [0.004, -2.186, 0.543], [1.406, 0.172, -1.718], [-0.827, -0.451, -1.019], [1.780, 0.705, -0.151], [1.442, -1.451, 0.413], [-1.155, 1.195, 0.916], [-2.407, -0.739, 0.828], [0.060, 0.297, 1.790], [0.343, 2.217, -1.942]],
  "forces_ev_per_angstrom": [[-0.021, 0.493, -0.334], [0.140, -0.126, -0.250], [0.202, 0.111, -0.122], [0.921, -0.430, -0.095], [0.296, -0.682, 0.821], [-0.269, -0.168, 0.355], [-0.147, -0.004, 0.023], [-0.440, 0.305, -0.446], [-0.903, 0.036, -0.390], [-0.025, 0.343, 0.218], [0.106, -0.071, 0.099], [-0.065, 0.620, -0.305], [0.188, 0.050, 0.276], [-0.120, -0.157, 0.029], [0.137, -0.321, 0.121]]
}

---

(3)
{
  "formula": "C33H99BClN2O23",
  "method": "ωB97M-V/def2-TZVPD",
  "lumo_ev": 1.68,
  "energy_ev": -99086.0257,
  "multiplicity": 1,
  "orbital_gap_ev": 5.98,
  "total_charge": -1,
  "elements": ["Cl", "O", "O", "O", "O", "O", "O", "O", "O", "O", "O", "O", "O", "O", "O", "O", "O", "O", "O", "O", "O", "O", "O", "O", "N", "N", "C", "C", "C", "C", "C", "C", "C", "C", "C", "C", "C", "C", "C", "C", "C", "C", "C", "C", "C", "C", "C", "C", "C", "C", "C", "C", "C", "C", "C", "C", "C", "C", "C", "B", "H", "H", "H", "H", "H", "H", "H", "H", "H", "H", "H", "H", "H", "H", "H", "H", "H", "H", "H", "H", "H", "H", "H", "H", "H", "H", "H", "H", "H", "H", "H", "H", "H", "H", "H", "H", "H", "H", "H", "H", "H", "H", "H", "H", "H", "H", "H", "H", "H", "H", "H", "H", "H", "H", "H", "H", "H", "H", "H", "H", "H", "H", "H", "H", "H", "H", "H", "H", "H", "H", "H", "H", "H", "H", "H", "H", "H", "H", "H", "H", "H", "H", "H", "H", "H", "H", "H", "H", "H", "H", "H", "H", "H", "H", "H", "H", "H", "H", "H"],
  "coordinates": [[1.766, -3.630, -3.003], [4.897, 4.472, -11.991], [-7.801, -2.606, -5.679], [0.166, 7.615, 2.690], [1.949, 1.027, -3.579], [-1.117, -1.576, 4.592], [-4.697, 4.542, -2.092], [0.309, -2.456, 1.376], [4.448, 1.654, -5.427], [5.124, -0.957, -1.874], [-4.374, -0.294, 5.037], [-2.848, 0.188, 0.576], [-0.279, -1.065, -2.154], [-1.126, 3.923, -4.247], [-2.122, -1.160, -3.518], [0.913, -6.750, 1.815], [5.512, 1.973, -2.396], [2.423, -1.793, 6.507], [-0.942, -3.481, 11.365], [-0.267, 1.792, 7.875], [3.599, 2.946, -8.071], [-2.347, -5.056, 7.606], [0.553, 5.664, 5.800], [1.483, 1.562, 1.009], [-6.147, -3.042, -1.204], [-3.264, -0.013, -1.717], [-6.137, -4.052, -2.196], [1.718, -7.486, 2.721], [-3.516, 0.941, -2.834], [3.352, -1.334, 5.536], [-3.887, -2.370, -2.229], [-1.298, -1.838, -1.453], [0.922, -5.068, -0.795], [-1.399, 1.710, -0.682], [-5.090, -4.414, -3.262], [-0.791, -1.408, 5.963], [2.714, 0.909, 0.742], [4.516, 3.418, -9.046], [-5.270, -1.064, 4.247], [-0.830, -3.359, -1.739], [5.830, 4.118, -13.001], [0.755, -3.594, -1.468], [-0.138, -4.210, 12.281], [5.673, 0.991, -5.709], [5.369, -1.019, -0.481], [-3.812, -3.492, -3.310], [-0.730, 6.843, 1.902], [-8.868, -2.470, -4.754], [-2.539, 0.597, -0.594], [1.497, 5.294, 4.807], [-2.667, -1.307, -2.178], [6.106, 2.985, -1.598], [-5.017, -2.180, -1.202], [-1.751, -4.037, 8.396], [0.357, -3.353, 2.474], [-0.537, 4.939, -3.453], [0.664, 2.250, 6.905], [2.600, 1.980, -2.762], [-6.010, 4.282, -2.566], [-0.634, -1.000, -3.614], [-6.137, -1.352, 4.848], [2.462, 5.118, 5.284], [1.158, -4.074, 2.308], [-0.409, -1.831, 1.552], [0.295, -5.799, -1.428], [0.170, 1.842, 8.734], [5.476, 0.081, -6.281], [5.405, 2.781, -9.055], [4.039, 3.384, -10.024], [-0.592, -5.186, 12.474], [-0.288, 5.812, 5.351], [-9.611, -1.789, -5.171], [3.904, 1.042, -4.906], [-0.083, -1.833, -4.283], [-1.364, -4.006, -0.936], [1.872, 2.709, -2.394], [-8.489, -2.062, -3.814], [-2.954, -3.633, -4.038], [1.132, -2.765, -0.770], [-1.208, 4.271, -5.143], [-5.946, 3.891, -3.581], [1.550, 1.609, 6.918], [2.860, -1.743, 7.366], [3.212, 0.663, 1.685], [-9.329, -3.446, -4.580], [-0.431, 4.571, -2.432], [6.800, 3.942, -12.536], [-0.044, -3.651, 13.215], [-7.158, -3.213, -5.286], [-1.656, -4.394, 9.420], [-6.590, 5.209, -2.571], [-1.685, -1.560, 6.573], [2.706, -7.624, 2.281], [5.295, -2.057, -0.154], [-1.328, 2.184, 0.370], [5.198, -0.027, -2.136], [4.047, 2.986, -7.213], [7.091, 3.238, -1.996], [2.530, -0.002, 0.167], [6.214, 2.611, -0.579], [0.577, -5.038, 0.287], [-4.755, -1.962, 3.905], [1.815, -6.936, 3.661], [-2.419, -4.713, 6.705], [-2.543, 1.384, -3.276], [-4.853, 0.492, 5.327], [-4.213, 1.784, -2.456], [0.555, -2.795, 3.391], [0.046, -6.641, 2.227], [-1.810, -3.369, 11.774], [0.450, 5.191, -3.851], [-6.494, 3.542, -1.923], [1.596, 6.100, 4.077], [3.635, -0.300, 5.755], [6.307, 1.656, -6.296], [-0.596, -3.883, 2.557], [-2.384, -3.145, 8.382], [-4.781, 4.886, -1.194], [3.080, 1.474, -1.923], [-1.054, 7.424, 1.035], [-0.313, 8.402, 2.978], [-0.375, 0.106, -3.974], [5.427, 2.328, -3.292], [-0.760, -3.799, 8.002], [4.240, -1.972, 5.543], [-1.178, 5.825, -3.454], [1.167, 4.377, 4.311], [5.467, 3.871, -1.592], [0.851, -4.352, 11.844], [3.357, 2.494, -3.354], [2.013, -5.429, -0.914], [4.625, -0.420, 0.048], [4.049, 4.623, -12.427], [1.266, -8.464, 2.907], [-1.597, 6.556, 2.504], [-0.036, -2.144, 6.240], [0.945, 3.282, 7.126], [-0.393, -0.404, 6.125], [5.918, 4.933, -13.724], [4.797, 4.450, -8.817], [-1.674, 2.561, -1.389], [-5.224, -5.281, -4.008], [0.940, 0.949, 1.522], [-0.392, 1.218, -0.900], [-4.988, -1.346, -0.410], [-4.090, 0.455, -3.710], [1.282, 0.587, -3.027], [-7.078, -4.722, -2.211], [-1.162, -3.777, -2.745], [-5.593, -0.481, 3.382], [5.500, 3.206, -13.505], [2.884, -1.379, 4.552], [3.350, 1.579, 0.162], [0.200, 2.205, 5.920], [-0.215, 5.944, 1.562], [6.180, 0.740, -4.774], [-1.787, -0.911, 4.377], [6.374, -0.642, -0.268], [-1.263, -1.810, -0.298]],
  "forces_ev_per_angstrom": [[-0.546, 0.195, 0.808], [-0.077, 0.105, -0.067], [0.044, -0.122, -0.141], [0.036, 0.172, 0.169], [0.417, 0.181, 0.035], [-0.187, 0.098, -0.313], [0.121, 0.146, 0.104], [-0.024, 0.228, 0.087], [0.240, 0.132, 0.305], [0.066, -0.023, -0.110], [0.168, 0.122, 0.192], [1.205, 1.116, -3.771], [-0.800, -0.158, 2.181], [-0.081, 0.036, -0.014], [-2.244, -0.738, 1.199], [-0.058, -0.124, 0.133], [0.448, -0.005, -0.083], [-0.004, -0.045, 0.227], [-0.069, 0.126, 0.132], [-0.154, -0.093, 0.215], [0.163, 0.141, 0.088], [-0.120, -0.122, -0.250], [-0.220, 0.082, 0.234], [-0.100, 0.172, 0.189], [3.126, -0.349, -2.701], [1.821, 1.462, 0.721], [1.056, -0.350, -1.070], [-0.319, 0.102, 0.038], [-0.304, 0.955, -1.083], [0.062, -0.010, 0.206], [-0.072, -0.868, -0.440], [1.600, -0.603, -0.837], [0.215, 0.645, -1.175], [-0.693, 0.304, 0.693], [1.400, 3.464, 2.002], [-0.212, 0.136, -0.048], [-0.337, -0.178, 0.170], [-0.231, -0.102, 0.421], [-0.136, 0.198, -0.006], [-0.885, -0.679, 0.969], [-0.294, 0.058, -0.060], [-1.135, -0.737, 1.071], [-0.268, 0.069, 0.071], [-0.241, -0.177, 0.077], [-0.033, 0.264, -0.398], [-4.568, 0.266, 3.483], [-0.081, 0.175, 0.043], [0.346, -0.141, 0.078], [-0.852, -1.027, 2.951], [-0.162, 0.073, -0.230], [1.036, -1.947, -2.253], [-0.035, -0.031, -0.220], [0.307, -2.486, -2.525], [-0.079, -0.095, -0.237], [0.118, 0.180, 0.118], [-0.112, -0.067, -0.385], [0.191, 0.085, 0.296], [-0.566, -0.293, 0.087], [0.064, 0.069, 0.261], [-0.635, 0.217, 1.255], [-0.074, -0.135, -0.141], [-0.144, 0.006, 0.079], [-0.075, 0.079, -0.170], [0.140, -0.093, -0.064], [0.783, 1.056, 1.135], [-0.186, -0.042, -0.190], [0.217, -0.023, 0.000], [0.146, 0.104, -0.218], [0.063, -0.014, 0.175], [0.191, -0.073, 0.127], [0.209, 0.005, 0.138], [0.117, -0.055, -0.057], [-0.342, 0.190, -0.215], [-0.133, -0.429, -0.262], [0.775, 0.782, -1.254], [0.104, 0.170, 0.146], [-0.216, -0.020, 0.104], [-1.296, 0.520, 1.167], [-0.375, -1.365, -1.378], [0.019, -0.234, 0.180], [0.104, 0.029, 0.121], [0.083, 0.053, -0.222], [-0.185, -0.055, -0.178], [0.211, -0.103, -0.068], [-0.194, 0.086, 0.161], [-0.039, -0.058, -0.119], [-0.142, 0.036, 0.044], [0.162, -0.158, 0.093], [-0.021, 0.257, -0.066], [-0.033, -0.022, -0.227], [-0.197, -0.085, -0.108], [0.080, 0.108, 0.170], [-0.130, 0.069, -0.047], [-0.028, 0.064, -0.095], [-0.178, -0.928, -1.635], [-0.044, -0.125, 0.046], [-0.405, -0.321, -0.072], [0.052, 0.147, 0.180], [0.184, -0.022, -0.033], [-0.047, -0.036, -0.114], [0.517, -0.157, -1.583], [0.029, 0.143, 0.060], [0.161, -0.158, 0.108], [-0.007, -0.141, 0.191], [-1.573, -0.663, 0.661], [0.231, -0.153, -0.054], [1.301, -1.234, -0.381], [-0.111, -0.248, 0.108], [0.164, 0.042, -0.194], [0.176, 0.035, -0.188], [0.081, 0.147, 0.195], [-0.186, -0.029, -0.154], [0.137, -0.149, -0.094], [0.124, 0.028, -0.199], [-0.095, 0.010, 0.026], [0.040, -0.108, 0.208], [0.163, 0.135, 0.149], [0.112, -0.133, -0.205], [0.091, 0.263, 0.008], [-0.111, -0.196, -0.081], [0.212, -0.159, -0.034], [0.158, 0.676, -0.426], [-0.188, -0.259, 0.080], [0.031, 0.183, 0.196], [0.089, 0.109, -0.194], [0.122, 0.148, 0.189], [0.222, -0.032, -0.134], [0.105, 0.090, 0.141], [-0.136, 0.062, -0.040], [-0.222, 0.003, 0.015], [-1.689, 0.690, 0.552], [0.185, -0.121, 0.242], [0.158, -0.022, 0.209], [0.193, -0.087, 0.143], [-0.098, -0.136, -0.176], [-0.030, 0.102, -0.153], [0.087, 0.024, -0.261], [0.039, -0.090, 0.301], [0.187, -0.107, -0.123], [0.166, 0.052, -0.256], [0.558, -1.369, 0.558], [0.061, 1.514, 1.491], [0.025, 0.127, -0.228], [-1.540, 0.636, -0.096], [0.141, -1.479, -1.586], [1.061, 0.409, 1.609], [-0.085, -0.213, -0.477], [1.582, 1.221, 0.187], [0.721, 0.756, 1.206], [-0.069, -0.210, -0.093], [0.207, -0.016, -0.126], [-0.042, -0.035, 0.142], [-0.121, 0.017, 0.090], [-0.035, -0.031, 0.138], [0.018, 0.120, 0.078], [0.201, -0.146, -0.119], [0.038, -0.207, 0.022], [0.043, -0.033, 0.279], [-0.073, 0.816, -1.947]]
}

---

(4)
{
  "formula": "C15H19NO3S",
  "method": "ωB97M-V/def2-TZVPD",
  "lumo_ev": 0.62,
  "energy_ev": -34331.1133,
  "smiles": "COCCCn1c(CCC(=O)O)ccc1-c1cccs1",
  "multiplicity": 1,
  "orbital_gap_ev": 8.00,
  "elements": ["S", "O", "O", "O", "N", "C", "C", "C", "C", "C", "C", "C", "C", "C", "C", "C", "C", "C", "C", "C", "H", "H", "H", "H", "H", "H", "H", "H", "H", "H", "H", "H", "H", "H", "H", "H", "H", "H", "H"],
  "coordinates": [[-4.149, -1.368, 0.681], [2.600, -0.813, 1.470], [2.675, -2.980, 1.972], [1.881, 3.364, -0.190], [-0.395, -0.649, -0.474], [-1.713, -2.345, -1.069], [-0.404, -2.645, -1.454], [0.229, 1.681, -0.960], [2.623, -1.962, 1.110], [-2.828, -0.403, 0.073], [0.070, 0.586, 0.103], [-3.121, 0.930, 0.194], [1.872, -1.475, -1.252], [2.481, 2.812, 0.960], [2.628, -2.434, -0.320], [-4.385, 1.176, 0.769], [-5.054, 0.038, 1.081], [-1.694, -1.097, -0.473], [0.393, -1.587, -1.075], [0.518, 3.073, -0.375], [-2.483, 1.723, -0.150], [2.691, -2.658, 2.888], [1.017, 0.399, 0.612], [-0.692, 1.731, -1.545], [2.673, 1.740, 0.861], [-6.027, -0.068, 1.517], [3.431, 3.331, 1.081], [2.203, -3.437, -0.358], [2.120, -1.735, -2.283], [-0.073, -3.532, -1.958], [-2.586, -2.950, -1.218], [2.219, -0.460, -1.064], [1.036, 1.426, -1.648], [-0.032, 3.206, 0.569], [0.177, 3.832, -1.085], [-4.778, 2.164, 0.934], [1.861, 2.982, 1.848], [-0.657, 0.901, 0.855], [3.676, -2.496, -0.626]],
  "forces_ev_per_angstrom": [[0.285, 0.622, 0.005], [0.049, 0.138, 0.022], [0.031, -0.611, 0.256], [0.105, 0.078, -0.074], [-0.164, -0.227, 0.049], [-0.098, 0.351, 0.151], [0.234, 0.103, 0.059], [0.015, 0.163, 0.399], [-0.014, 0.132, 0.011], [-0.620, 0.140, 0.347], [0.234, 0.571, -0.027], [0.194, -0.280, -0.110], [0.066, -0.129, 0.224], [0.058, -0.025, -0.006], [-0.030, 0.162, -0.119], [-0.288, -0.020, 0.158], [0.095, -0.306, -0.097], [0.018, -0.616, -0.328], [0.184, -0.314, -0.267], [-0.139, -0.096, -0.292], [0.182, 0.085, -0.076], [0.000, 0.231, -0.240], [-0.186, 0.020, -0.031], [-0.014, -0.012, -0.040], [-0.005, -0.003, 0.016], [-0.221, 0.045, 0.084], [-0.002, -0.065, 0.090], [0.069, 0.025, -0.047], [0.031, 0.087, 0.055], [0.127, -0.162, -0.115], [-0.198, -0.068, -0.059], [0.045, 0.024, -0.083], [-0.012, -0.007, -0.084], [0.001, 0.045, -0.036], [-0.076, -0.090, 0.126], [-0.098, 0.139, 0.044], [0.001, -0.001, 0.026], [0.115, -0.065, -0.046], [0.029, -0.066, 0.056]]
}

---

(5)
{
  "formula": "C6H14NS",
  "method": "ωB97M-V/def2-TZVPD",
  "lumo_ev": 1.56,
  "energy_ev": -18767.4583,
  "multiplicity": 1,
  "orbital_gap_ev": 4.17,
  "total_charge": -1,
  "elements": ["S", "N", "C", "C", "C", "C", "C", "C", "H", "H", "H", "H", "H", "H", "H", "H", "H", "H", "H", "H", "H", "H"],
  "coordinates": [[-3.015, -0.244, 0.665], [0.658, -0.454, -1.094], [2.520, -0.018, 0.584], [3.779, 0.796, 0.580], [1.859, -0.106, -0.651], [-0.521, 1.507, -0.280], [-1.728, -0.734, -0.616], [-0.464, -0.005, -0.314], [3.794, 1.513, 1.406], [-0.907, -3.806, 1.738], [0.665, 1.749, 0.011], [2.548, 0.230, -1.429], [-0.805, -3.788, 1.006], [3.868, 1.384, -0.336], [4.726, 0.214, 0.652], [-0.659, 1.762, -1.347], [-1.183, 1.950, 0.454], [-1.647, -1.817, -0.506], [2.100, -0.240, 1.547], [-2.126, -0.479, -1.615], [-0.218, 0.029, 0.796], [1.523, 2.189, 0.162]],
  "forces_ev_per_angstrom": [[0.289, 0.081, -0.386], [0.907, 1.758, 0.188], [-1.159, 2.386, -0.903], [1.414, -0.187, 0.169], [0.017, -0.723, 0.019], [-0.626, -1.389, -3.162], [-1.623, 0.363, 0.984], [0.336, -0.022, 2.423], [0.034, -0.153, -0.044], [-0.024, 0.003, 0.097], [-0.195, 1.093, -0.061], [0.177, -0.442, -0.537], [0.026, 0.013, -0.104], [-0.028, -0.111, 0.106], [-0.443, 0.006, 0.143], [0.147, 0.943, 0.632], [0.172, -0.113, 0.089], [0.470, 0.081, -0.322], [-0.316, -0.594, 0.149], [0.426, -0.138, 0.294], [-0.197, -1.656, -0.104], [0.194, -1.199, 0.330]]
}